Record 1
19
Properties=species:S:1:pos:R:3:forces:R:3:mulliken_spin:R:1 method="wB97M-V/def2-TZVPD" total_charge=+1 spin_multiplicity=2 e_lumo_ev="-3.077 / -10.741" s2=0.753 homo_ev="-15.18 / -15.17" e_above_lowest_kj_mol=74.41
C 1.4409 0.3555 -2.1822 0.6882 -0.8240 1.8086 0.001
C 0.5251 1.4714 -1.7166 -0.2675 0.2870 -0.5230 0.004
H 1.4493 0.0624 -3.2313 0.0546 0.5820 0.0181 0.001
H 2.4458 0.5068 -1.7481 -0.1327 -0.0712 -0.8361 0.000
H 1.0832 -0.5576 -1.6504 0.2376 0.1839 -0.3493 0.002
H 0.6833 1.7969 -0.6892 0.1623 -0.3772 0.2293 0.000
H -0.4615 1.0486 -1.8109 -0.8737 0.4006 0.0562 0.001
H 0.5566 2.4109 -2.2683 0.0869 -0.2379 -0.3469 0.000
C -0.7696 -0.9043 0.9247 -2.6059 -0.9683 0.1318 0.246
C -2.0112 -0.4385 1.5906 -0.7249 -0.5305 -0.4490 0.069
C 0.7535 -0.5553 1.5165 0.9611 -0.7665 0.2333 0.342
H -0.6219 -0.4906 -0.1213 0.6111 0.3829 0.6803 0.130
H -0.9090 -1.9898 0.9197 1.1749 0.0423 -0.0366 -0.002
H -2.6490 0.2339 1.0038 0.5887 0.6003 0.1061 0.028
H -2.6696 -1.2831 1.8476 0.3478 -0.2216 -0.1442 0.024
H 1.4117 -1.1809 0.9225 0.0256 0.2589 -0.2155 0.005
H 0.6965 -0.9367 2.5457 -0.6945 -0.1758 -0.0958 0.055
H -1.9565 -0.0289 2.6085 0.4599 0.6435 0.2006 0.097
H 1.0025 0.4791 1.5388 -0.0994 0.7915 -0.4677 -0.002

---

Record 2
30
Properties=species:S:1:pos:R:3:forces:R:3:mulliken_spin:R:1 method="wB97M-V/def2-TZVPD" total_charge=-2 spin_multiplicity=3 e_lumo_ev="5.301 / 3.345" s2=2.002 homo_ev="-4.33 / -4.30"
Pd 0.3128 -0.2051 -0.5727 -1.6740 0.5478 1.6765 1.741
C -0.6800 0.8105 3.7447 -0.1485 0.7466 -2.1950 0.006
F 0.1533 -0.1176 4.0563 2.1840 -1.9435 0.1503 0.000
F -1.7977 0.1943 3.3606 -0.6893 0.4019 0.2967 0.000
F -0.8410 1.4931 4.8698 -0.8044 1.0065 0.0238 0.001
S -0.0768 1.8889 2.2294 -1.9977 4.3391 -0.3477 0.008
O -1.1936 2.8714 2.0381 1.5476 -2.5931 0.7302 0.007
O 1.1304 2.5642 2.6443 0.2527 -0.9791 0.6531 0.000
O 0.1151 1.0480 1.0493 -0.1990 0.1092 1.8076 0.037
P -0.9935 -2.7652 0.3653 -1.1500 -1.0913 2.0098 0.006
F 0.0881 -1.7607 1.0139 0.7105 0.8607 0.9074 0.041
F -0.5812 -2.0140 -1.0508 -1.3993 -1.5271 -1.5834 0.029
F 0.1621 -3.8094 0.0734 0.7484 -0.4826 0.1408 0.000
F -1.9988 -3.7897 -0.3566 -0.2688 0.8448 0.3353 0.001
F -1.1975 -3.3591 1.8992 -0.2964 -0.1640 -1.4362 0.001
F -2.1574 -1.6714 0.6584 0.5574 -0.8767 -0.6894 0.001
P 3.1146 -0.2005 -1.4397 -1.4210 1.8509 0.1130 -0.004
F 2.1709 -1.1464 -0.4100 2.1584 -0.8437 0.0331 0.058
F 3.6297 -1.5133 -2.2771 -0.5599 1.3753 1.2452 0.000
F 1.6889 -0.0879 -2.2863 1.0050 -1.1056 -2.1847 0.015
F 3.7356 0.8277 -2.4560 1.0082 -0.2777 -0.4338 0.000
F 2.4058 1.0998 -0.6461 1.5587 -0.3217 0.5012 0.005
F 4.3578 -0.1471 -0.4318 -0.6266 -0.7737 -0.6721 0.000
P -1.6661 1.3704 -2.2902 -1.1918 2.3185 -1.2819 -0.006
F -1.1084 0.0279 -3.0313 -0.5188 0.1846 0.8433 0.002
F -3.1738 1.1171 -2.8331 0.5925 -0.7214 0.5605 0.000
F -1.9372 0.5578 -0.8464 0.1813 0.4839 -1.5090 0.030
F -2.1784 2.8065 -1.6952 0.1222 -1.1012 0.9065 0.000
F -0.1645 1.6861 -1.7539 0.1160 0.2437 -0.0487 0.018
F -1.3195 2.2236 -3.6257 0.2028 -0.5108 -0.5523 0.000

---

Record 3
16
Properties=species:S:1:pos:R:3:forces:R:3:mulliken_charge:R:1 method="wB97M-V/def2-TZVPD" smiles="C[C@@H]1CN1C(=S)NO" total_charge=0 e_lumo_ev=0.749 homo_ev=-8.57 e_above_lowest_kj_mol=314.45
C -1.0969 -0.1831 1.2357 -1.4509 -2.0084 0.9777 -1.174
C -1.0891 -0.5695 -0.1977 0.4378 0.1134 -2.6599 0.173
C -0.2052 -1.6503 -0.7600 -0.3353 1.9672 -0.1986 -0.442
C 1.2953 0.2429 -0.1995 -0.6622 -1.2734 -1.2378 0.113
H -1.7888 -0.9488 1.8213 0.8106 2.2190 -1.0328 0.317
H -0.1344 -0.3791 1.6927 0.3641 0.1050 -0.0714 0.320
H -1.2971 0.8950 1.2502 -0.4445 -0.4360 0.7146 0.287
H -1.9217 -0.3107 -0.8885 0.2494 -0.0451 1.1391 0.324
H 0.3412 -2.1238 -0.0178 1.2014 -1.0463 1.1638 0.301
H -0.3430 -2.2278 -1.6601 -0.5195 0.1630 -0.0961 0.240
H 2.0155 2.0541 0.1697 0.7784 0.8063 0.3056 0.248
H 0.1304 2.2244 -1.3461 0.0873 -0.2107 -1.8452 0.333
N 0.1738 -0.2226 -0.9456 0.5932 -1.2575 0.9347 -0.261
N 1.1809 1.5364 0.0767 -1.4734 0.8077 -0.2596 -0.042
O 0.0675 2.2650 -0.4132 0.7894 -0.0782 2.2469 -0.406
S 2.6715 -0.6023 0.1823 -0.4258 0.1740 -0.0810 -0.333